(1)
Below is C10H6CdNO5S as an isolated structure, with properties calculated with ωB97M-V/def2-TZVPD.

Geometry (Å):
H  -0.9067  3.4510  -1.3182
C  0.2455  1.7064  -3.2306
O  1.8320  5.3413  -3.1103
O  2.1301  -0.0418  0.5243
N  -1.2343  -1.6465  1.3535
C  1.7061  3.9023  0.9018
C  -0.8589  -1.7954  0.0186
Cd  1.0452  2.7057  -1.1788
C  1.6291  4.5083  -2.3419
C  -1.1373  2.9079  -0.2340
C  -0.9718  -2.6044  2.3056
H  0.3480  -5.0048  0.3013
O  -1.7389  2.5353  0.7187
H  -0.1950  -3.2083  -1.3905
S  -1.2789  -0.5796  -1.0722
C  -0.4296  -3.1109  -0.3177
O  1.7777  4.2462  1.9833
H  -1.7260  -0.7669  1.6632
H  -0.1087  -4.5897  2.7512
C  -0.0316  -4.0405  0.6704
O  -0.3267  1.4468  -4.1835
H  -1.2030  -2.3567  3.3291
C  -0.3297  -3.8083  2.0176
C  1.7635  0.8027  -0.1608

Results
LUMO = -0.1732 Ha
Molecular weight = 364.6 u
Charge = +1
E_tot = -1381.0780 a.u.
ΔE to the lowest compared entry with this formula, charge and spin = 19.7 kcal/mol

***

(2)
Below is a single C2H3NOS2 molecule, with properties calculated with ωB97M-V/def2-TZVPD.

Geometry (Å):
H  -0.5684  1.5940  -0.9869
O  -0.3373  -1.5223  -0.3126
H  -1.7756  -0.3917  -0.4423
N  1.1232  0.9309  0.0849
H  -1.0315  -0.4876  1.2145
S  1.0946  -2.2388  0.2723
C  -0.1023  0.8606  -0.2039
S  2.5301  1.5946  0.1799
C  -0.9329  -0.3397  0.1942

Results
LUMO (alpha / beta) = -0.0633 / -0.0433 Ha
Molecular weight = 121.2 u
E_tot = -1004.2281 a.u.
ΔE to the lowest compared entry with this formula, charge and spin = 100.1 kcal/mol

***

(3)
Below is an isolated ion of composition C6H12N3 and charge +1, with properties calculated with ωB97M-V/def2-TZVPD.

Geometry (Å):
H  -1.1359  1.5769  1.5544
H  -2.9777  -1.1949  -0.1229
C  -2.1717  -0.6127  -0.2537
N  -1.1479  -0.5085  0.4281
H  1.7837  -1.9037  -1.2984
C  1.8918  -0.6086  1.1453
C  -0.2625  1.5807  1.0608
H  1.7393  0.8999  -0.3636
H  0.1303  -1.7792  -0.7530
H  1.9478  0.1512  1.9803
H  2.9407  -1.0430  0.9978
N  -0.1675  0.4022  0.2527
C  0.9857  -1.1295  -1.1697
N  -1.4873  1.3740  -1.3472
H  1.3134  -1.4547  1.6048
H  0.5723  -0.5612  -2.1638
H  -0.3260  2.5176  0.3686
C  1.2012  -0.0819  -0.1001
C  -2.2917  0.5178  -1.3853
H  -3.2032  0.2582  -1.9814
H  0.6653  1.5994  1.5464

Results
LUMO (alpha / beta) = -0.2203 / -0.2075 Ha
Molecular weight = 126.2 u
Charge = +1
E_tot = -399.6358 a.u.
ΔE to the lowest compared entry with this formula, charge and spin = 153.9 kcal/mol

***

(4)
Below is C11H18BGaNO3Tl as an isolated structure, with properties calculated with ωB97M-V/def2-TZVPD.

Geometry (Å):
C  -0.4751  -0.5800  -1.6246
O  -1.0265  -2.4737  2.1753
B  -1.4760  -1.7114  1.1685
C  0.9920  -0.7601  -1.6584
H  -1.6319  -4.6461  4.5117
C  -1.9953  -3.3206  2.8607
H  1.3335  -1.7375  -1.9906
C  1.5452  0.2657  -2.6597
H  -2.8028  -0.3630  0.6209
C  -1.5013  -3.5988  4.2721
H  -0.9684  -0.5563  -2.5950
H  1.4493  -0.5550  -0.6941
H  -2.2366  -3.0501  -1.6822
H  -2.0493  -3.0046  5.0013
H  -2.0707  -4.2545  2.3190
H  -2.9711  -2.8479  2.8628
C  1.0383  2.5353  -1.9757
C  0.6417  2.5912  -0.6449
H  0.1234  -3.5748  -0.6650
H  2.7639  5.4140  -2.1627
C  1.0178  3.6591  0.1337
H  2.1139  3.4856  -3.5497
H  0.7398  1.6870  -3.7744
Ga  -1.0235  -2.5193  -0.8544
Tl  0.1321  -1.7600  5.5767
N  0.6825  1.4125  -2.7964
C  1.7826  4.6770  -0.4088
C  1.8023  3.5581  -2.5209
H  0.0363  1.8029  -0.2330
H  -0.4420  -3.3511  4.3167
H  -0.8501  0.2316  -1.0272
O  -2.1947  -0.6001  1.3302
O  2.5584  0.1229  -3.2658
C  2.1692  4.6243  -1.7388
H  2.0815  5.5059  0.2082
H  0.7117  3.6918  1.1645

Results
LUMO = -0.3595 Ha
Molecular weight = 497.2 u
Charge = +2
E_tot = -2831.8421 a.u.
ΔE to the lowest compared entry with this formula, charge and spin = 0.0 kcal/mol

***

(5)
Below is C51H33ClF5MnN4O3SSb as an isolated structure, with properties calculated with ωB97M-V/def2-TZVPD.

Geometry (Å):
F  -1.4565  3.5927  -4.0646
C  4.0150  2.2246  5.5977
C  -4.8847  1.3316  0.6165
C  -2.6972  0.4282  0.2148
C  2.9310  -1.7764  -0.7758
C  5.1335  -0.8093  -2.2105
C  12.6136  -1.7992  -5.9330
H  -1.5414  1.4431  3.6464
H  12.6576  -0.7177  -5.7908
H  -2.2646  -2.2306  2.3705
C  10.9275  -2.2006  -4.3096
S  1.0134  0.9920  1.9000
C  -0.8907  -0.3068  4.7176
C  -2.9942  0.7916  5.0849
C  3.9944  0.0515  -2.0663
H  -3.6959  1.5787  4.8433
H  11.2416  -3.5831  -2.7098
H  -3.5870  2.0056  -0.9276
Sb  0.9677  -0.2949  3.7770
H  -4.2624  -0.0992  6.5627
C  -3.6962  1.3131  -0.1085
C  2.8167  -4.2840  0.2838
H  10.3347  -0.7407  -5.7847
H  11.9560  -2.0377  -6.7709
H  3.0639  -5.8290  4.2916
H  0.8085  -3.6489  0.8513
C  3.9682  -3.8911  -0.3484
C  1.7409  -3.3891  0.3701
H  6.7385  -3.4952  -1.7704
C  10.0484  -1.3010  -4.9088
C  2.2661  0.6449  5.1322
N  6.3035  -0.5400  -2.8702
C  -1.4592  0.7467  -1.8291
Mn  0.4471  -0.6061  0.1207
H  2.7226  -5.2678  0.7186
F  -1.6031  3.0765  -1.4373
H  -5.6708  2.0292  0.3718
C  2.7752  2.0935  -2.3514
C  2.2575  0.2578  6.4707
C  3.1260  0.8587  7.3680
F  -1.0774  -1.5282  -2.3184
C  -1.3983  2.3341  -3.6444
C  -3.3119  -0.1536  6.0497
C  3.5251  -3.7375  4.3095
C  2.9104  -0.4374  -1.3400
H  -0.1949  -3.2092  3.4251
C  -1.2014  -1.2533  5.6902
C  -5.0274  0.4322  1.6681
C  -2.4193  -1.1731  6.3526
C  -1.1864  1.3089  -4.5508
C  1.7397  1.5323  -1.5935
C  -1.7820  0.7175  4.4155
H  0.6822  -5.4849  3.7330
H  9.0037  -3.2518  -1.7429
C  4.0484  -2.6058  -0.9138
C  -4.0500  -0.4775  1.9693
Cl  -6.4807  0.4660  2.6259
H  -4.1994  -1.1793  2.7787
C  10.5354  -2.9068  -3.1699
C  4.0054  1.8408  6.9293
O  12.1812  -2.4495  -4.7462
N  6.3814  -2.5779  -1.9747
C  2.6810  -4.8262  4.1563
C  -1.2187  -0.2662  -2.7488
H  0.8570  2.1076  -1.3452
H  -2.6700  -1.9062  7.1074
H  4.8074  -4.5714  -0.4190
C  5.1533  -2.0583  -1.6401
H  3.1420  1.9366  3.6556
C  3.9066  1.3519  -2.5884
C  7.0339  -1.6211  -2.7100
N  1.8118  -2.1722  -0.1307
H  4.6978  2.9928  5.2597
H  3.6919  -1.6019  4.2992
H  1.5714  -0.5025  6.8253
C  3.1449  1.6278  4.6943
C  1.6901  -2.2553  3.8353
C  -2.8303  -0.5336  1.2410
C  -1.0842  0.0006  -4.0992
H  8.0942  -0.4276  -4.8277
C  1.3411  -4.6338  3.8435
C  8.3810  -1.8294  -3.2447
C  -1.5151  2.0543  -2.2905
H  4.6806  2.3113  7.6308
H  2.6741  3.1045  -2.7182
H  -0.5160  -2.0585  5.9281
F  -0.8536  -0.9859  -4.9563
H  4.5663  -3.8885  4.5623
F  -1.0637  1.5767  -5.8433
H  13.6106  -2.1785  -6.1336
N  1.7961  0.2992  -1.1147
H  4.7376  1.7440  -3.1591
C  8.7828  -1.1243  -4.3703
C  0.8425  -3.3497  3.6798
C  9.2758  -2.7185  -2.6464
C  -1.9215  -1.5411  1.6017
O  -0.7135  -1.7573  1.1322
O  -1.4680  0.4215  -0.4958
H  3.1154  0.5655  8.4087
C  3.0306  -2.4482  4.1580

Results
2S+1 = 5
LUMO (alpha / beta) = -0.1086 / -0.1155 Ha
Molecular weight = 1089.1 u
Charge = +1
E_tot = -5156.7873 a.u.
ΔE to the lowest compared entry with this formula, charge and spin = 43.2 kcal/mol

***

(6)
Below is a 2-piece molecular cluster, H4N2O2P overall, with properties calculated with ωB97M-V/def2-TZVPD.

Geometry (Å):
N  -1.6189  -1.6268  -0.1524
O  1.1369  0.6291  1.3220
H  -1.0379  -0.1650  1.0648
P  0.9564  -0.4861  0.3039
H  1.3480  2.0996  -0.4310
N  -0.6567  -0.9499  0.5375
H  -0.9849  -2.4048  -0.5988
H  0.0958  1.1305  -0.8538
O  0.7613  1.7734  -1.1922

Results
LUMO (alpha / beta) = 0.1667 / 0.1666 Ha
Molecular weight = 95.0 u
Charge = -1
E_tot = -603.7238 a.u.
ΔE to the lowest compared entry with this formula, charge and spin = 123.4 kcal/mol

***

(7)
Below is a single C2H3NP2 molecule, with properties calculated with ωB97M-V/def2-TZVPD.

Geometry (Å):
H  -0.8225  -1.2725  -0.8682
P  2.4119  0.1727  0.0039
N  -2.7470  1.0191  0.6479
H  3.2132  0.1254  1.2384
C  -1.8627  0.4280  0.2601
H  -0.2062  0.2405  -1.4455
P  0.5977  -0.4080  0.7858
C  -0.5843  -0.3052  -0.6225

Results
LUMO = -0.0456 Ha
Molecular weight = 103.0 u
E_tot = -815.3795 a.u.
ΔE to the lowest compared entry with this formula, charge and spin = 28.9 kcal/mol

***

(8)
Below is a single C5H8N2 molecule, with properties calculated with ωB97M-V/def2-TZVPD.

Geometry (Å):
C  0.1751  -0.8547  0.6706
H  2.7710  -1.4616  0.5317
H  1.5166  1.7152  -0.6851
H  -0.8538  2.0508  0.0193
H  -2.5670  -0.6971  -0.9842
H  -3.0669  -0.5537  0.7123
H  3.0728  -0.3868  -0.6986
C  -0.9343  -0.0727  0.2632
H  0.2011  -1.8109  1.1797
H  -2.3001  0.8768  -0.5829
C  -2.3766  -0.1547  -0.0590
N  0.9034  0.9601  -0.4418
C  -0.4546  1.0961  -0.3015
N  2.6330  -0.5174  0.2036
C  1.2803  -0.1894  0.1725

Results
LUMO = 0.0351 Ha
Molecular weight = 96.1 u
E_tot = -304.7604 a.u.
ΔE to the lowest compared entry with this formula, charge and spin = 47.1 kcal/mol

***

(9)
Below is a single C4H8N2S molecule, with properties calculated with ωB97M-V/def2-TZVPD.

Geometry (Å):
H  -2.7364  0.6489  0.5892
C  -1.7891  0.8788  0.2138
H  1.8664  -0.0461  -1.9814
H  -1.8580  1.2009  -0.8864
H  0.0582  -0.3090  -2.2425
C  0.8901  -0.5279  -1.6189
C  0.7648  -0.5878  1.7724
H  1.2026  -1.0309  2.6027
N  0.4353  0.1500  -0.3501
S  -0.8277  -1.2001  1.4295
H  0.9925  -1.6246  -1.6277
C  1.2633  0.1112  0.7402
N  -0.8309  -0.2725  -0.0210
H  1.9927  0.8664  0.6672
H  -1.4239  1.7428  0.7131

Results
LUMO = 0.0338 Ha
Molecular weight = 116.2 u
E_tot = -664.7867 a.u.
ΔE to the lowest compared entry with this formula, charge and spin = 91.6 kcal/mol

***

(10)
Below is a single C18H22FN3O2 molecule, with properties calculated with ωB97M-V/def2-TZVPD.

Geometry (Å):
H  4.4212  1.2709  0.6396
H  2.6685  3.0471  -0.0080
C  -3.8391  -1.0287  -0.7130
C  -0.8926  -1.1428  -0.0922
H  5.2398  -1.1772  -2.1959
N  -1.0689  1.0182  0.5702
C  1.5978  -1.4158  0.2651
H  0.8336  2.5004  1.5819
C  5.4261  0.7756  -1.2210
F  -7.2705  -0.0390  -0.1575
C  4.8109  -0.6181  -1.3671
H  3.7328  -0.5479  -1.5127
H  1.4317  -2.4570  -0.0456
H  2.0715  1.2154  1.4956
H  5.8261  -2.1125  -0.1095
H  6.1696  1.6539  0.6647
C  0.8455  3.1186  -1.1408
C  0.4114  -0.6078  0.2578
H  -1.4391  1.9478  0.4388
H  4.0931  -2.0548  1.7073
H  -3.2701  -1.7849  -1.2265
H  1.3313  3.6197  -1.9745
C  3.8417  -1.8790  0.6557
C  1.2753  1.7254  0.9519
O  5.7251  -0.3184  0.8120
C  -5.2809  0.9115  0.6664
C  -5.2180  -1.0263  -0.7732
H  -3.4032  1.6335  1.3525
C  -3.1695  -0.0629  0.0400
C  0.2510  0.7128  0.6013
O  -1.2216  -2.2513  -0.4602
H  -5.8579  1.6506  1.1991
H  4.8618  1.5474  -1.7395
H  6.4537  0.7792  -1.5860
N  -1.7775  -0.0650  0.0847
C  1.8757  2.3614  -0.3116
H  0.3451  3.8759  -0.5391
C  5.4156  0.9566  0.2966
H  2.3229  1.5716  -0.9149
N  2.7317  -0.9783  0.6228
H  0.0983  2.4418  -1.5503
H  3.6053  -2.8490  0.1850
C  -5.9229  -0.0510  -0.0899
C  -3.9005  0.9016  0.7345
H  -5.7486  -1.7688  -1.3470
C  5.1044  -1.2922  -0.0097

Results
LUMO = 0.0185 Ha
Molecular weight = 331.4 u
E_tot = -1113.6915 a.u.
ΔE to the lowest compared entry with this formula, charge and spin = 28.1 kcal/mol

***

(11)
Below is a single C5H14N2 molecule, with properties calculated with ωB97M-V/def2-TZVPD.

Geometry (Å):
H  1.3885  -0.7445  1.4344
N  0.9836  -2.2960  0.2369
H  0.8217  -0.1861  -1.5265
C  -1.7093  -0.5455  -0.8153
C  -0.7417  0.4346  -0.1803
H  0.0198  -2.5292  0.4879
N  1.2865  -0.9236  0.4398
H  1.6316  1.7295  0.7393
H  1.0912  -2.5111  -0.7508
H  -1.1031  -0.0963  1.8679
C  0.7050  0.2579  -0.5349
H  -0.3768  1.5023  1.6761
H  2.6601  1.1431  -0.5679
H  -0.6239  1.3794  -0.9070
C  1.6456  1.4324  -0.3070
C  -1.0870  0.7989  1.2472
H  -1.6853  -1.5003  -0.2898
H  -2.0784  1.2510  1.2895
H  1.3608  2.2894  -0.9159
H  -2.7283  -0.1630  -0.7626
H  -1.4608  -0.7231  -1.8611

Results
LUMO = 0.0374 Ha
Molecular weight = 102.2 u
E_tot = -308.3320 a.u.
ΔE to the lowest compared entry with this formula, charge and spin = 57.1 kcal/mol

***

(12)
Below is a single C16H26O5 molecule, with properties calculated with ωB97M-V/def2-TZVPD.

Geometry (Å):
H  -2.4787  0.4677  1.3647
C  3.0971  1.8600  -0.8054
H  4.9040  0.9511  -1.5366
C  2.1053  -0.3832  -0.2583
C  -0.4330  -1.7951  1.2957
H  3.5177  -1.7499  0.6565
H  -4.3685  -0.2759  -1.2152
C  -2.5155  -0.5747  -1.4640
C  -0.9080  0.0219  2.7757
H  3.1213  2.6647  -1.5437
H  -2.6484  3.4169  0.9617
H  -1.5061  -0.7264  3.3124
H  -0.4548  2.6770  1.9398
H  1.5642  -2.5515  1.1913
C  2.1505  0.7586  -1.2764
H  2.7228  2.2775  0.1324
O  -3.6224  -0.6530  -0.7248
H  -0.7945  -2.5082  2.0612
C  -1.8263  1.0077  2.0498
C  -0.1084  -1.0090  -1.3324
C  1.1368  -1.5171  -0.6796
C  4.5031  1.3124  -0.5867
H  -2.4481  1.5103  2.7937
C  3.5211  -0.9315  -0.0658
H  1.7508  0.0167  0.6943
H  2.4895  0.3749  -2.2420
H  5.1617  2.1052  -0.2256
O  -2.5194  2.0658  -0.5961
C  -1.0124  2.0295  1.2595
H  -0.3012  1.4942  0.6294
C  0.7311  -2.4042  0.5069
C  -1.3120  -1.0721  -0.7564
H  1.6643  -2.1389  -1.4142
O  0.0146  -0.6299  1.9185
H  1.1529  1.1793  -1.4116
H  -0.2817  0.5602  3.4947
H  -0.0520  -0.5974  -2.3262
C  -1.8893  2.8937  0.3598
C  4.4663  0.1648  0.4163
H  -1.2633  3.6472  -0.1369
H  4.1217  0.5384  1.3832
H  5.4697  -0.2447  0.5531
O  -1.5635  -1.5835  0.4847
H  0.3999  -3.3773  0.1401
O  -2.5127  -0.1632  -2.5985
H  3.8866  -1.3284  -1.0170
H  -2.8644  2.6043  -1.3146

Results
LUMO = 0.0279 Ha
Molecular weight = 298.4 u
E_tot = -1001.4823 a.u.
ΔE to the lowest compared entry with this formula, charge and spin = 0.0 kcal/mol

***

Which formula does entry 5 have? C51H33ClF5MnN4O3SSb